Record 1
Formula: C19H33N3O6STi
Source: OMol25
Level of theory: the ωB97M-V functional and the def2-TZVPD basis

Total charge = +3
HOMO-LUMO gap (spin up / spin down) = 0.23106 / 0.24899 Ha
Multiplicity = 2
HOMO energy (spin up / spin down) = -16.3 / -16.3 eV

Last column: Löwdin charge in e.
Geometry (Å):
Ti (0.64, 0.29, 0.09)  1.271
S (-4.16, -4.40, -1.69)  1.088
O (1.32, 1.75, -1.50)  -0.234
O (1.61, 2.20, 0.97)  -0.227
O (1.62, -0.01, 1.99)  -0.255
O (-0.98, 1.45, -0.43)  -0.249
O (0.22, -1.43, -1.07)  -0.218
O (2.55, -0.52, -0.33)  -0.249
N (-2.38, -1.50, 2.63)  0.157
N (-3.25, -2.04, -1.43)  -0.055
N (-0.81, -0.75, 1.31)  -0.001
C (-4.88, -3.17, -2.62)  -0.361
C (-3.11, -3.27, -1.01)  -0.506
C (2.55, 2.46, -1.15)  -0.080
C (3.23, -1.20, 0.76)  -0.070
C (-2.68, 0.86, 1.94)  0.036
C (1.74, 2.35, 2.39)  -0.093
C (-0.55, -2.08, 1.64)  -0.098
C (-0.45, -0.53, -1.96)  -0.155
C (-1.47, 0.42, -1.31)  -0.147
C (-1.94, -0.43, 1.95)  -0.328
C (-1.52, -2.55, 2.45)  -0.019
C (1.25, 1.01, 2.93)  -0.085
C (3.03, -0.32, 1.97)  -0.077
C (1.36, -2.13, -1.63)  -0.067
C (-0.80, 2.75, -1.06)  -0.065
C (2.30, 3.17, 0.16)  -0.091
C (-4.27, -1.99, -2.36)  -0.246
C (2.56, -1.21, -1.61)  -0.081
C (0.31, 2.61, -2.08)  -0.084
H (-3.32, 0.94, 1.06)  0.103
H (-3.22, -1.51, 3.19)  0.190
H (-2.21, -0.18, -0.79)  0.096
H (4.29, -1.31, 0.51)  0.164
H (2.79, -2.19, 0.91)  0.145
H (2.78, 2.55, 2.64)  0.144
H (-1.99, 0.84, -2.17)  0.166
H (2.51, -0.43, -2.36)  0.140
H (1.69, 4.08, 0.06)  0.148
H (2.83, 3.13, -1.96)  0.158
H (-2.00, 1.71, 1.94)  0.082
H (1.13, 3.17, 2.76)  0.159
H (3.25, 3.45, 0.63)  0.158
H (3.31, 1.70, -1.04)  0.136
H (-5.69, -3.37, -3.30)  0.086
H (3.49, -1.76, -1.73)  0.163
H (-1.67, -3.51, 2.92)  0.144
H (-1.74, 3.06, -1.49)  0.164
H (-0.03, 2.15, -3.01)  0.148
H (0.73, 3.59, -2.32)  0.159
H (1.65, 0.78, 3.92)  0.164
H (-2.37, -3.56, -0.27)  0.057
H (-3.32, 0.93, 2.82)  0.108
H (3.62, 0.59, 1.91)  0.146
H (0.29, -0.04, -2.59)  0.131
H (-1.15, -1.01, -2.65)  0.158
H (-4.54, -1.05, -2.81)  0.108
H (3.29, -0.86, 2.88)  0.167
H (0.31, -2.61, 1.27)  0.114
H (0.16, 0.98, 2.99)  0.126
H (-0.54, 3.42, -0.24)  0.142
H (1.12, -2.49, -2.63)  0.166
H (1.49, -3.00, -0.98)  0.147


Record 2
Formula: C19H33N3OReSe
Source: OMol25
Level of theory: the ωB97M-V functional and the def2-TZVPD basis

Total charge = +2
HOMO-LUMO gap (spin up / spin down) = 0.24975 / 0.17968 Ha
Multiplicity = 4
HOMO energy (spin up / spin down) = -13.9 / -13.9 eV

Last column: Löwdin charge in e.
Geometry (Å):
Re (-0.22, 0.38, 0.42)  1.625
Se (-2.00, -2.63, -0.60)  0.911
O (-0.18, 2.13, -0.47)  -0.221
N (0.36, -0.20, 2.53)  -0.373
N (-2.41, 0.12, 0.18)  -0.184
N (1.91, -0.16, 0.14)  -0.388
C (2.05, -1.60, -0.17)  -0.051
C (-2.10, 2.69, -1.77)  -0.121
C (-3.23, 0.54, -0.98)  -0.136
C (-1.62, -1.05, 0.04)  -0.932
C (-2.49, 1.27, -2.13)  -0.291
C (-2.64, 5.04, -2.01)  -0.017
C (-0.38, -1.29, 3.17)  -0.059
C (2.56, 0.16, 1.43)  -0.157
C (2.59, 0.58, -0.94)  -0.049
C (-1.36, 0.47, -2.78)  -0.041
C (1.82, -0.49, 2.60)  -0.150
C (1.80, 4.16, -0.05)  -0.062
C (0.09, 1.05, 3.27)  -0.066
C (-0.95, 3.03, -0.99)  -0.251
C (-1.51, 5.38, -1.29)  -0.009
C (-0.65, 4.42, -0.77)  -0.105
C (-2.91, 3.70, -2.25)  -0.014
C (0.03, 4.95, 1.56)  -0.035
C (0.48, 4.92, 0.09)  -0.356
H (-0.84, 5.59, 1.68)  0.091
H (-0.98, 1.29, 3.22)  0.102
H (-1.44, -1.05, 3.22)  0.099
H (-3.01, 0.09, 1.00)  0.146
H (2.23, 0.24, -1.91)  0.107
H (2.23, -0.12, 3.54)  0.150
H (2.40, 1.65, -0.85)  0.066
H (2.04, 4.01, -1.10)  0.094
H (0.66, 1.88, 2.85)  0.086
H (0.36, 0.96, 4.33)  0.123
H (-0.03, -1.46, 4.19)  0.119
H (-3.78, 3.43, -2.83)  0.125
H (-3.30, 5.80, -2.40)  0.122
H (-3.26, 1.37, -2.90)  0.148
H (-0.26, -2.22, 2.61)  0.094
H (0.66, 5.95, -0.20)  0.143
H (2.57, 1.25, 1.54)  0.124
H (3.67, 0.42, -0.89)  0.119
H (-1.29, 6.42, -1.12)  0.129
H (1.76, 3.20, 0.45)  0.030
H (3.60, -0.18, 1.43)  0.153
H (0.83, 5.34, 2.18)  0.090
H (1.60, -1.81, -1.14)  0.101
H (-4.00, 1.21, -0.61)  0.143
H (1.56, -2.22, 0.57)  0.085
H (-0.49, 0.32, -2.13)  0.029
H (1.97, -1.57, 2.57)  0.127
H (-3.71, -0.36, -1.40)  0.119
H (2.60, 4.74, 0.40)  0.095
H (-1.72, -0.51, -3.09)  0.086
H (-1.01, 1.01, -3.66)  0.108
H (-0.23, 3.95, 1.92)  0.058
H (3.10, -1.87, -0.22)  0.121


Record 3
Formula: C19H34Cl24N2O
Source: OMol25
Level of theory: the ωB97M-V functional and the def2-TZVPD basis

Total charge = 0
HOMO-LUMO gap = 0.32037 Ha
Multiplicity = 1
Structure (SMILES) = CCCN[C@H](CCCCCN)COC.ClC(Cl)Cl.ClC(Cl)Cl.ClC(Cl)Cl.ClC(Cl)Cl.ClC(Cl)Cl.ClC(Cl)Cl.ClC(Cl)Cl.ClC(Cl)Cl
HOMO energy = -8.5 eV

Last column: Löwdin charge in e.
Geometry (Å):
Cl (-9.27, 3.58, 4.02)  0.524
Cl (-2.33, 5.51, -0.24)  0.529
Cl (3.98, -3.27, -5.21)  0.522
Cl (8.03, -0.14, -2.46)  0.544
Cl (-7.88, -2.27, -1.26)  0.528
Cl (-3.26, 3.74, -2.35)  0.548
Cl (1.29, -4.37, -5.20)  0.552
Cl (-7.65, 1.69, 5.53)  0.519
Cl (-3.00, 0.52, 9.72)  0.527
Cl (-2.60, -3.60, -5.42)  0.554
Cl (-4.73, -1.89, -6.44)  0.523
Cl (-2.73, 3.48, 5.13)  0.539
Cl (-1.11, 5.61, -2.88)  0.530
Cl (8.57, 1.81, -0.37)  0.542
Cl (-7.44, -2.32, -4.12)  0.521
Cl (-4.19, -1.99, -3.59)  0.515
Cl (-3.42, 3.33, 9.12)  0.518
Cl (-9.71, -3.73, -2.98)  0.530
Cl (-7.48, 4.53, 6.11)  0.524
Cl (-4.52, 2.49, 3.07)  0.544
Cl (2.83, -4.29, -2.75)  0.562
Cl (9.24, 2.41, -3.13)  0.532
Cl (-1.10, 1.96, 8.04)  0.508
Cl (-2.83, 0.64, 4.55)  0.551
O (-1.08, 1.25, 1.13)  -0.219
N (6.16, -2.95, -0.33)  -0.004
N (0.50, -0.60, 0.12)  -0.008
C (0.96, -1.50, -0.94)  -0.232
C (-2.79, 1.80, 8.52)  -1.579
C (-7.73, 3.32, 4.86)  -1.577
C (-2.60, 5.33, -1.98)  -1.546
C (6.52, -1.81, 0.55)  -0.269
C (-1.98, 1.60, 0.09)  -0.115
C (3.74, 0.40, -0.02)  -0.196
C (2.90, -4.47, -4.49)  -1.543
C (-0.19, -2.39, -1.41)  -0.220
C (2.52, 0.69, 0.83)  -0.174
C (1.15, 0.70, 0.17)  -0.335
C (9.11, 1.15, -1.91)  -1.549
C (4.98, 0.23, 0.90)  -0.199
C (-2.96, 2.26, 3.87)  -1.527
C (-0.38, -2.46, -2.94)  -0.157
C (0.25, 1.69, 0.93)  -0.174
C (5.30, -1.22, 1.26)  -0.194
C (-4.19, -2.91, -5.10)  -1.563
C (-8.65, -2.33, -2.85)  -1.547
H (-9.25, -1.44, -2.96)  0.011
H (0.25, 2.65, 0.41)  0.123
H (-3.36, 1.53, 7.64)  -0.019
H (7.23, -2.16, 1.28)  0.102
H (-1.11, -2.06, -0.94)  0.097
H (1.30, 1.09, -0.85)  0.139
H (-0.49, -0.47, -0.06)  0.075
H (3.94, 1.21, -0.71)  0.109
H (4.74, 0.74, 1.82)  0.099
H (-6.94, 3.41, 4.13)  -0.047
H (10.09, 0.72, -1.77)  0.011
H (-1.27, -1.92, -3.24)  0.022
H (-2.62, 0.75, -0.17)  0.090
H (5.46, -1.30, 2.33)  0.098
H (-3.32, 6.08, -2.28)  0.010
H (-2.60, 2.43, 0.44)  0.043
H (-4.90, -3.72, -4.99)  -0.002
H (1.76, -2.14, -0.55)  0.095
H (4.46, -1.87, 1.02)  0.098
H (3.63, -0.51, -0.60)  0.097
H (6.98, -1.05, -0.07)  0.035
H (0.46, -2.03, -3.47)  0.051
H (6.67, -3.78, -0.05)  0.056
H (5.84, 0.70, 0.44)  0.067
H (-0.01, -3.39, -1.05)  0.095
H (0.67, 1.89, 1.91)  0.119
H (1.40, -0.95, -1.77)  0.105
H (3.30, -5.45, -4.71)  0.010
H (6.40, -2.75, -1.29)  0.042
H (-2.18, 2.38, 3.13)  -0.008
H (-1.44, 1.89, -0.80)  0.071
H (-0.47, -3.48, -3.27)  0.006
H (2.51, 0.05, 1.71)  0.131
H (2.67, 1.71, 1.19)  0.113


Record 4
Formula: C19H34EuFN3O7P2Si
Source: OMol25
Level of theory: the ωB97M-V functional and the def2-TZVPD basis

Total charge = 0
HOMO-LUMO gap (spin up / spin down) = 0.26016 / 0.28076 Ha
Multiplicity = 8
HOMO energy (spin up / spin down) = -6.7 / -7.3 eV

Last column: Löwdin charge in e.
Geometry (Å):
Eu (-0.18, 0.03, -0.23)  1.621
P (-1.88, 2.16, -1.89)  0.284
P (-0.17, 3.63, 0.01)  0.458
Si (0.05, -3.72, 0.66)  0.378
F (1.11, 0.10, 2.29)  -0.082
O (0.61, 2.38, 0.09)  -0.362
O (-3.27, 2.56, -2.57)  -0.137
O (-1.22, 3.92, 1.11)  -0.088
O (0.79, 4.95, -0.01)  -0.110
O (-1.10, 1.33, -2.87)  -0.341
O (0.18, 3.88, -2.46)  -0.076
O (-2.12, 1.39, -0.64)  -0.425
N (0.52, -2.10, 0.94)  -0.175
N (2.10, 0.29, -1.15)  -0.063
N (0.30, -1.08, -2.84)  -0.033
C (4.52, -0.86, 1.48)  -0.134
C (3.49, -0.22, 2.04)  -0.057
C (-0.96, 3.72, -1.60)  -0.573
C (-3.57, 0.60, 1.61)  -0.097
C (2.55, -0.56, -2.27)  -0.246
C (4.24, -1.94, 0.67)  -0.077
C (1.10, -4.95, 1.55)  -0.179
C (1.52, -0.50, -3.34)  -0.291
C (2.20, -0.72, 1.84)  -0.177
C (-3.34, 2.55, 3.01)  -0.088
C (-1.97, 4.92, -1.71)  -0.032
C (-2.14, 2.00, 3.50)  -0.091
C (-2.36, 0.11, 2.05)  -0.147
C (-4.06, 1.80, 2.09)  -0.080
C (-1.63, 0.81, 2.99)  -0.089
C (0.09, -4.17, -1.16)  -0.190
C (-1.77, -3.97, 1.30)  -0.167
C (2.91, -2.46, 0.47)  -0.063
C (1.79, -1.87, 1.08)  -0.473
H (0.33, 2.97, -2.83)  0.093
H (1.92, -1.01, -4.23)  0.113
H (-1.28, 5.77, -1.66)  0.087
H (2.21, -4.82, 1.52)  0.034
H (2.63, 0.00, -0.31)  0.052
H (0.91, -3.78, -1.76)  0.002
H (5.50, -0.49, 1.63)  0.094
H (-1.73, -4.18, 2.37)  0.015
H (0.16, -5.23, -1.37)  0.023
H (5.01, -2.36, 0.10)  0.084
H (-1.61, 3.14, 1.60)  0.082
H (3.58, -0.37, -2.60)  0.119
H (-5.08, 2.02, 1.90)  0.096
H (-1.57, 2.47, 4.29)  0.109
H (-2.32, -4.83, 0.90)  0.026
H (-3.73, 3.48, 3.36)  0.104
H (1.16, 4.93, -0.93)  0.088
H (-4.17, 0.09, 0.88)  0.110
H (-0.66, 0.39, 3.27)  0.099
H (-1.97, -0.84, 1.80)  0.054
H (-0.82, -3.85, -1.73)  0.036
H (-2.67, 4.88, -0.89)  0.081
H (2.52, -1.62, -2.01)  0.100
H (-3.40, 1.84, -3.24)  0.104
H (-2.37, 4.95, -2.70)  0.069
H (3.58, 0.60, 2.72)  0.113
H (-2.29, -2.99, 1.28)  0.002
H (2.82, -3.25, -0.21)  0.078
H (1.26, 0.46, -3.75)  0.099
H (0.82, -5.94, 1.18)  0.030
H (0.98, -4.93, 2.65)  0.040
H (2.26, 1.26, -1.33)  0.073
H (0.27, -2.10, -2.80)  0.048
H (-0.58, -0.69, -3.15)  0.041


Record 5
Formula: C19H34F6OP2Sn
Source: OMol25
Level of theory: the ωB97M-V functional and the def2-TZVPD basis

Total charge = 0
HOMO-LUMO gap (spin up / spin down) = 0.12610 / 0.10215 Ha
Multiplicity = 1
HOMO energy (spin up / spin down) = -4.2 / -3.7 eV

Last column: Löwdin charge in e.
Geometry (Å):
Sn (1.52, -2.77, 2.06)  1.152
P (0.80, 2.76, 1.59)  0.948
P (0.78, 2.01, -2.25)  0.914
F (-0.78, -3.31, -1.87)  0.148
F (1.24, -3.93, -1.34)  0.106
F (-2.65, -3.47, -0.07)  0.147
F (-0.25, -5.44, -1.93)  0.126
F (-2.48, -5.66, -0.21)  0.134
F (-2.33, -4.64, 1.73)  0.118
O (-0.12, -3.19, 0.85)  -0.408
C (-0.01, 0.24, 0.98)  -0.228
C (-0.12, 4.18, 2.23)  -0.181
C (2.43, 1.96, -2.98)  -0.194
C (2.02, 2.19, 2.77)  -0.181
C (-0.43, -4.42, 0.29)  -0.453
C (-0.07, -4.28, -1.23)  -0.498
C (-0.64, 1.67, 1.15)  -0.458
C (-0.11, -2.57, 3.54)  -0.323
C (-2.54, 1.09, -0.43)  -0.254
C (0.22, -5.67, 0.88)  -0.006
C (-0.39, 2.30, -3.60)  -0.168
C (-2.05, -0.26, -1.09)  -0.281
C (0.36, 0.35, -1.70)  -0.469
C (1.68, 3.38, 0.10)  -0.309
C (0.92, 0.08, -0.23)  -0.173
C (-1.99, -4.55, 0.41)  -0.495
C (-1.57, 2.06, 0.10)  -0.284
C (-0.98, -0.08, -2.03)  -0.264
C (0.85, 3.48, -1.20)  -0.345
H (0.27, -2.79, 4.55)  -0.025
H (2.46, 2.71, -3.78)  0.047
H (1.82, 0.69, -0.08)  0.080
H (1.32, -5.58, 0.91)  0.080
H (-3.29, 0.81, 0.34)  0.086
H (2.42, 3.06, 3.31)  0.063
H (2.62, 0.96, -3.40)  0.056
H (-0.49, -1.54, 3.50)  -0.020
H (-1.91, 3.10, 0.16)  0.050
H (-0.91, -3.26, 3.27)  -0.019
H (1.98, 4.41, 0.37)  0.092
H (3.20, 2.21, -2.23)  0.048
H (0.59, 4.98, 2.47)  0.050
H (0.61, 0.00, 1.87)  0.047
H (-0.19, 3.82, -1.04)  0.071
H (-1.18, 1.69, 2.11)  0.100
H (0.14, 2.79, -4.42)  0.045
H (-2.91, -0.69, -1.63)  0.109
H (-0.05, -6.51, 0.23)  0.100
H (-0.65, 3.88, 3.14)  0.064
H (-1.84, -1.00, -0.31)  0.061
H (-0.79, -0.53, 0.98)  0.091
H (-0.79, 1.34, -3.95)  0.048
H (2.62, 2.81, -0.04)  0.079
H (2.86, 1.69, 2.25)  0.064
H (-0.18, -5.87, 1.89)  0.101
H (-1.17, -0.38, -3.07)  0.063
H (1.57, 1.50, 3.49)  0.064
H (1.28, -0.96, -0.25)  0.063
H (-0.87, 4.55, 1.52)  0.062
H (1.07, -0.21, -2.36)  0.109
H (-3.08, 1.63, -1.23)  0.095
H (1.33, 4.23, -1.85)  0.088
H (-1.21, 2.93, -3.25)  0.067


Record 6
Formula: C19H34N6O3P2
Source: OMol25
Level of theory: the ωB97M-V functional and the def2-TZVPD basis

Total charge = 0
HOMO-LUMO gap = 0.32883 Ha
Multiplicity = 1
Structure (SMILES) = C=CP(CCCCC)P(=O)(O)O.CC#N.CC#N.CC#N.CC#N.CC#N.CC#N
HOMO energy = -8.8 eV

Last column: Löwdin charge in e.
Geometry (Å):
P (-0.44, -1.76, 1.32)  0.916
P (0.56, -3.57, 0.57)  0.286
O (1.96, -3.44, 0.15)  -0.316
O (-0.42, -4.20, -0.54)  -0.176
O (0.40, -4.61, 1.77)  -0.168
N (3.03, 1.10, -0.38)  0.148
N (1.99, 2.79, 4.29)  0.134
N (7.65, 1.69, -1.31)  0.125
N (-1.64, 4.51, -0.81)  0.134
N (4.99, -7.93, -1.36)  0.114
N (-5.93, 1.92, -1.33)  0.137
C (4.43, -7.04, -0.90)  -0.287
C (-2.90, -0.80, 0.33)  -0.275
C (5.71, 0.87, -2.84)  -0.072
C (-0.80, 6.11, -2.68)  -0.062
C (-4.14, 3.08, -2.82)  -0.066
C (-0.48, 3.57, 4.57)  -0.061
C (-1.27, 5.21, -1.63)  -0.277
C (0.90, 3.14, 4.41)  -0.278
C (3.86, 1.10, 0.41)  -0.286
C (3.73, -5.90, -0.33)  -0.090
C (1.02, -0.69, 1.42)  -0.418
C (-5.93, -1.74, 0.69)  -0.111
C (-1.49, -1.20, -0.12)  -0.390
C (4.91, 1.10, 1.43)  -0.052
C (0.99, 0.42, 2.16)  -0.078
C (-5.16, 2.43, -2.01)  -0.272
C (-3.98, -1.02, -0.75)  -0.226
C (-4.96, -2.15, -0.40)  -0.267
C (6.81, 1.33, -1.99)  -0.286
H (1.83, 0.82, 2.71)  0.024
H (5.33, 1.69, -3.44)  0.084
H (-0.97, -0.36, -0.58)  0.082
H (1.88, -0.98, 0.83)  0.030
H (-4.54, -0.10, -0.90)  0.063
H (-1.56, 6.19, -3.46)  0.082
H (5.76, 1.68, 1.08)  0.072
H (-4.60, 3.83, -3.47)  0.082
H (0.12, 5.72, -3.12)  0.085
H (-3.48, -1.26, -1.69)  0.102
H (-0.62, 4.54, 4.10)  0.085
H (-5.40, -1.45, 1.60)  0.066
H (-1.15, 2.84, 4.10)  0.079
H (-0.73, 3.65, 5.62)  0.084
H (-1.57, -2.02, -0.84)  0.051
H (-3.41, 3.55, -2.17)  0.033
H (-5.50, -2.44, -1.30)  0.103
H (-0.21, -3.86, -1.42)  0.080
H (-0.47, -4.59, 2.18)  0.068
H (2.72, -6.18, -0.03)  0.073
H (0.02, 0.90, 2.26)  0.047
H (3.65, -5.08, -1.04)  0.070
H (-3.64, 2.34, -3.45)  0.085
H (-2.89, 0.25, 0.65)  0.105
H (4.25, -5.53, 0.56)  0.085
H (6.04, 0.07, -3.50)  0.082
H (4.90, 0.50, -2.22)  0.051
H (-6.60, -2.55, 0.96)  0.068
H (-6.53, -0.88, 0.37)  0.070
H (-3.15, -1.39, 1.22)  0.073
H (-0.61, 7.10, -2.27)  0.085
H (4.52, 1.53, 2.35)  0.077
H (5.23, 0.07, 1.62)  0.089
H (-4.38, -3.02, -0.07)  0.105